[1]
The following is a DFT calculation (ωB97M-V with the def2-TZVPD basis set) of a 2-piece molecular cluster, C5H12O3 overall at a distorted geometry.

Its total energy is -11520.1302 eV. Its maximum force is 0.0265 hartree/bohr. Its LUMO energy is 0.91 eV.

```
20
Properties=species:S:1:pos:R:3:forces:R:3
C -1.3418 1.4850 1.4633 0.3583 -1.2953 -0.2327
C 0.5768 0.9058 -1.0331 0.1909 -0.1807 -0.0629
O -2.1207 2.5161 1.5015 -0.7773 0.4188 0.0676
O -2.0023 0.4067 1.0104 -0.1851 1.0907 0.2390
H -3.0433 2.3341 1.2178 0.1183 -0.2038 -0.0497
H -1.3729 -0.3251 0.8511 0.2351 0.0589 -0.0001
H 0.8688 0.5901 1.6613 0.0805 0.0458 0.0326
H 0.5679 1.7706 -0.3683 -0.0515 -0.0300 -0.1256
H 1.2391 1.1091 -1.8780 -0.0822 0.0634 0.0599
H -0.4349 0.7600 -1.4174 0.0703 0.0636 -0.0269
C -0.3598 -2.0326 -1.1844 0.1937 -0.4325 -0.0492
C 1.0417 -0.3455 -0.2643 0.4281 0.2623 0.0353
C 1.6051 0.0128 1.1061 -0.1606 -0.2904 -0.2751
O -0.0267 -1.2687 -0.0534 -0.1594 0.0934 0.4115
H 1.8149 -0.8711 -0.8453 -0.1323 0.0074 0.0488
H -1.1798 -2.6812 -0.8847 -0.0351 -0.0518 -0.1034
H 0.4950 -2.6621 -1.5014 -0.2873 0.2724 0.0953
H -0.6802 -1.4138 -2.0226 -0.0141 0.0794 -0.1187
H 1.8448 -0.8934 1.6565 0.1016 -0.0877 0.0512
H 2.5084 0.6035 0.9848 0.1081 0.1161 0.0031
```
Forces are in eV/Å.

Here are the Mulliken charges for atoms 1 to 8, given in e: -0.213, -1.261, -0.259, -0.435, 0.324, 0.523, 0.359, 0.356

[2]
The following is a DFT calculation (ωB97M-V with the def2-TZVPD basis set) of an isolated molecule of C4H9NOS at a distorted geometry.

As for the SMILES: N[C@H](C=O)CCS. Its total energy is -18665.8689 eV. Its maximum force is 0.0356 hartree/bohr. Its LUMO energy is 0.84 eV.

```
16
Properties=species:S:1:pos:R:3:forces:R:3
N 1.8024 0.4497 -1.4360 -0.4517 1.2682 -0.2387
C 0.8308 0.3605 -0.3792 1.1841 -1.3047 0.5028
C 1.6077 0.2016 0.9467 -0.5672 -0.1738 -0.5846
O 2.7824 0.3640 1.0767 0.1338 0.0413 0.1914
C -0.0863 -0.8967 -0.4653 -0.1657 0.3366 -0.7557
C -1.5543 -0.6063 -0.7349 -0.1504 0.2534 0.8510
S -2.4653 0.1761 0.6643 0.0656 -0.1054 -0.1595
H 2.5154 -0.2508 -1.5189 -0.1221 -0.2026 0.1039
H 1.4182 0.7834 -2.3039 0.2054 -0.2544 -0.1325
H 0.2602 1.2852 -0.3246 -0.2227 0.0603 -0.0196
H 0.9677 -0.2362 1.7387 0.1247 0.2828 0.4138
H 0.1028 -1.6081 0.3440 -0.4094 0.1679 0.1997
H 0.2153 -1.4260 -1.3630 0.3795 -0.1330 -0.1573
H -1.6379 0.1388 -1.5255 0.0233 -0.3274 -0.2859
H -2.0615 -1.5337 -0.9926 -0.1229 0.1494 -0.1492
H -1.4983 0.0310 1.5667 0.0960 -0.0586 0.2203
```
Forces are in eV/Å.

Here are the Mulliken charges for atoms 1 to 8, given in e: -0.596, 0.494, -0.132, -0.460, -1.178, -0.620, -0.212, 0.196

[3]
The following is a DFT calculation (ωB97M-V with the def2-TZVPD basis set) of an isolated molecule of C6H10N2 at a distorted geometry.

As for the SMILES: CCCc1cnc[nH]1. Its total energy is -9363.3205 eV. Its maximum force is 0.0982 hartree/bohr. Its LUMO energy is 0.92 eV.

```
18
Properties=species:S:1:pos:R:3:forces:R:3
C 2.5939 0.8176 -0.4402 -1.3990 0.6997 -1.2828
C 1.0986 1.0348 -0.0077 1.5311 0.5890 1.8801
C 0.5870 -0.2901 0.5714 -0.0809 -1.8057 0.0632
C -0.8574 -0.4435 0.2748 -1.7304 -0.4530 -0.7258
C -1.8169 0.5473 0.3086 0.5282 -1.5505 -0.7258
N -3.0343 0.0238 -0.1591 -0.6986 1.1852 1.4139
C -2.9332 -1.2519 -0.3344 4.9017 1.2141 0.0385
N -1.5046 -1.5744 -0.2141 -1.5212 -1.2491 0.4527
H 3.0741 0.1973 0.3064 0.4930 0.2240 0.0066
H 2.9998 1.8159 -0.5823 0.7025 -0.0900 0.3770
H 2.6967 0.3457 -1.4733 -0.4450 0.2265 1.4155
H 0.5137 1.5025 -0.8051 -0.0601 -0.5956 0.0843
H 1.0025 1.7800 0.9186 0.6000 -1.1924 -2.0997
H 1.1461 -1.2668 0.3010 -0.6222 1.7268 -0.2526
H 0.7174 -0.2881 1.6665 -0.0262 0.1756 -0.2791
H -1.5135 1.5582 0.6133 -1.1515 -0.3451 -0.3861
H -3.6603 -1.9718 -0.5935 -0.5567 -0.4421 -0.3864
H -1.1097 -2.5366 -0.3509 -0.4646 1.6824 0.4066
```
Forces are in eV/Å.

Here are the Mulliken charges for atoms 1 to 8, given in e: -1.276, -0.429, -0.491, 0.354, -0.459, -0.616, -0.175, -0.186